Record 1
ORCA calculation (ωB97M-V with the def2-TZVPD basis set) on a molecular structure, C17H49AsF6N9O7 in a non-equilibrium geometry.

Each line ends with the Löwdin charge.
Geometry (Å):
As (-1.228693, -1.293289, -0.929047)  0.853
F (-1.437496, 0.353286, -1.510959)  -0.262
F (-2.778221, -1.718587, -1.698681)  -0.281
F (-1.193910, -2.923192, -0.313024)  -0.249
F (0.375938, -0.822788, -0.271849)  -0.269
F (-1.966804, -0.777075, 0.591197)  -0.274
F (-0.422384, -1.691830, -2.479995)  -0.270
C (0.382664, -5.163411, 5.532845)  -0.074
C (0.593250, -3.610633, 5.514516)  -0.405
C (0.234083, -2.928141, 4.171772)  -0.212
O (0.737246, -1.593091, 4.229033)  -0.207
C (0.978452, -1.105404, 2.862170)  -0.067
N (-0.201936, -3.165468, 6.655942)  0.023
H (0.754502, -5.721894, 4.672540)  0.066
H (-0.539324, -5.520568, 5.988145)  0.065
H (1.077407, -5.526679, 6.298566)  0.062
H (1.652832, -3.398739, 5.654266)  0.133
H (-0.856597, -2.957432, 4.085754)  0.120
H (0.707422, -3.400629, 3.308638)  0.114
H (0.059882, -1.256919, 2.298993)  0.062
H (1.771944, -1.781216, 2.530357)  0.081
H (1.433811, -0.140264, 2.646522)  0.080
H (0.141342, -2.301101, 7.053136)  0.068
H (-1.174062, -3.028181, 6.412486)  0.070
C (6.102815, -0.841916, -2.650050)  -0.056
C (5.303224, -1.221101, -3.885864)  -0.441
C (3.906135, -1.814875, -3.582363)  -0.217
O (3.142917, -2.261054, -4.698738)  -0.213
C (1.874316, -2.814926, -4.350215)  -0.088
N (5.161069, -0.199355, -4.929196)  0.030
H (5.804257, -1.530961, -1.860800)  0.073
H (5.814440, 0.176899, -2.377004)  0.077
H (7.178035, -0.732800, -2.780032)  0.072
H (5.778369, -2.032362, -4.447894)  0.132
H (3.247547, -1.024391, -3.199183)  0.124
H (4.011425, -2.564607, -2.791667)  0.119
H (1.339469, -2.078480, -3.752525)  0.061
H (1.985711, -3.788387, -3.868724)  0.088
H (1.393118, -2.988219, -5.311794)  0.087
H (4.947072, -0.716267, -5.769785)  0.062
H (4.401455, 0.417292, -4.668630)  0.068
C (-1.027327, 3.590308, 2.509220)  -0.134
O (0.175652, 3.193008, 1.929847)  -0.186
C (0.003544, 2.677333, 0.602197)  -0.197
C (1.408367, 2.455110, 0.024425)  -0.210
N (2.161412, 3.701476, 0.171135)  -0.037
C (1.864420, 4.593104, -0.977005)  -0.210
C (2.721507, 5.843862, -1.033882)  -0.224
O (2.379224, 6.841745, -0.073517)  -0.193
C (3.373364, 7.133828, 0.904142)  -0.114
H (-1.859042, 2.875991, 2.454736)  0.076
H (-1.442091, 4.514660, 2.101292)  0.092
H (-1.045005, 3.618359, 3.601780)  0.083
H (-0.577187, 3.365146, -0.015111)  0.118
H (-0.457470, 1.689026, 0.625249)  0.101
H (1.437562, 1.965612, -0.951786)  0.115
H (1.881986, 1.619815, 0.551414)  0.102
H (1.688095, 4.149591, 0.948401)  0.086
H (0.807628, 4.839214, -1.131558)  0.115
H (1.995277, 3.999339, -1.886795)  0.113
H (2.520757, 6.342484, -1.988230)  0.113
H (3.799918, 5.692283, -1.120349)  0.118
H (3.518642, 6.230303, 1.504002)  0.081
H (3.046202, 7.946143, 1.548389)  0.081
H (4.373265, 7.330819, 0.508135)  0.077
C (-3.729364, 2.395488, -0.010438)  -0.675
O (-4.048760, 3.357462, 0.683513)  0.007
N (-3.501963, 2.421910, -1.346224)  0.141
N (-3.922964, 1.079202, 0.329915)  0.144
H (-3.923063, 3.214380, -1.803197)  0.106
H (-2.846504, 1.799417, -1.782150)  0.056
H (-3.707811, 0.413607, -0.391945)  0.046
H (-4.385781, 0.857586, 1.194990)  0.104
C (-4.918771, -4.180618, 1.801149)  -0.729
O (-5.713499, -4.924346, 2.356980)  0.005
N (-4.656065, -4.365976, 0.475855)  0.152
N (-4.257710, -3.169422, 2.349096)  0.172
H (-5.284322, -4.919448, -0.073771)  0.103
H (-3.890740, -3.804347, 0.136474)  0.076
H (-4.428736, -3.109530, 3.338638)  0.113
H (-3.667837, -2.587139, 1.779928)  0.089
C (-4.828206, -0.320774, -3.960539)  -0.709
O (-5.512248, -0.113039, -4.954397)  0.004
N (-5.339182, -0.644425, -2.743974)  0.154
N (-3.498664, -0.132975, -3.922798)  0.158
H (-6.336249, -0.651557, -2.622421)  0.102
H (-4.756390, -1.051420, -2.035465)  0.059
H (-2.924365, -0.533519, -3.193387)  0.046
H (-3.162227, 0.249674, -4.790822)  0.110

Forces on atoms 1 to 3 (eV/Å):
As 1.73 0.36 -0.09
F -0.06 -0.43 0.00
F 0.34 0.30 0.70

charge: -1
HOMO-LUMO gap: 9.2 eV
largest force on an atom: 2.93 eV Å⁻¹

=====

Record 2
ORCA calculation (ωB97M-V with the def2-TZVPD basis set) on a molecular structure, C17H49B3FO11PS in a non-equilibrium geometry.

Each line ends with the Löwdin charge.
Geometry (Å):
C (1.807477, 0.374285, 4.305589)  0.049
B (1.114270, -0.659400, 3.329649)  -0.533
O (-0.287704, -0.862629, 3.400659)  0.292
B (-0.748003, -0.469222, 2.142331)  -0.492
C (-2.007252, 0.502552, 1.971880)  0.058
C (-1.768683, 1.885768, 2.593312)  -0.474
O (-2.577506, 2.455856, 3.174374)  0.204
F (-0.522595, 2.395561, 2.381234)  0.098
O (-0.121154, -0.960340, 0.984244)  0.241
B (1.251360, -1.151017, 1.129211)  -0.647
P (2.291176, -1.180293, -0.514398)  0.433
S (4.054456, -0.349705, -0.330777)  0.083
O (1.872350, -1.343511, 2.356661)  0.238
H (1.051562, 0.788079, 4.999319)  0.084
H (2.675845, -0.041337, 4.833140)  0.058
H (2.129913, 1.228480, 3.669629)  0.094
H (-2.918927, 0.046633, 2.395209)  0.127
H (-2.238509, 0.683963, 0.902652)  0.132
H (2.382575, -2.526850, -0.957522)  -0.019
H (1.563331, -0.476344, -1.508376)  -0.041
C (-1.036116, 0.778577, -4.295513)  -0.081
C (0.037521, -0.259272, -4.554008)  -0.301
O (0.606738, -0.713333, -3.327449)  -0.130
H (-0.622225, 1.629498, -3.751901)  0.069
H (-1.466812, 1.134244, -5.230108)  0.057
H (-1.835273, 0.360659, -3.675565)  0.070
H (0.844327, 0.163987, -5.152463)  0.102
H (-0.374900, -1.119978, -5.090953)  0.112
H (-0.102276, -1.098686, -2.798945)  0.078
C (3.907251, -4.323538, 5.988029)  -0.090
C (3.318679, -3.020102, 6.493804)  -0.304
O (3.269452, -2.050631, 5.449391)  -0.092
H (4.912853, -4.161401, 5.596880)  0.076
H (3.955238, -5.067030, 6.785802)  0.074
H (3.305753, -4.727040, 5.169389)  0.073
H (3.932160, -2.609421, 7.295173)  0.114
H (2.305829, -3.176135, 6.879396)  0.111
H (2.718976, -2.411530, 4.744732)  0.070
C (7.689727, -1.668220, 2.402684)  -0.094
C (8.263568, -0.264478, 2.347342)  -0.327
O (8.079928, 0.303229, 1.055375)  -0.091
H (8.167604, -2.304874, 1.656049)  0.075
H (7.835248, -2.112288, 3.389943)  0.069
H (6.620188, -1.656764, 2.177779)  0.066
H (9.334537, -0.280700, 2.550905)  0.108
H (7.780417, 0.380192, 3.089492)  0.107
H (7.130955, 0.325767, 0.882027)  0.061
C (3.285250, 3.476390, -2.155223)  -0.090
C (1.855173, 3.174261, -2.559823)  -0.317
O (1.251925, 2.273940, -1.635017)  -0.106
H (3.870300, 2.556374, -2.108584)  0.060
H (3.756666, 4.159356, -2.864920)  0.073
H (3.317956, 3.927946, -1.160311)  0.074
H (1.827244, 2.703993, -3.543195)  0.106
H (1.259976, 4.092917, -2.599346)  0.109
H (1.267493, 2.692562, -0.766678)  0.080
C (-5.599212, -0.475148, -0.281213)  -0.096
C (-4.508601, -1.492490, -0.560362)  -0.308
O (-3.915999, -1.940035, 0.658753)  -0.088
H (-5.195335, 0.381014, 0.259540)  0.072
H (-6.050936, -0.123567, -1.210848)  0.083
H (-6.377037, -0.906751, 0.342228)  0.054
H (-3.717886, -1.051241, -1.168848)  0.103
H (-4.912508, -2.358518, -1.094889)  0.108
H (-4.612352, -2.339715, 1.191869)  0.084
C (-9.735500, 0.559236, 2.403029)  -0.093
C (-8.264504, 0.189659, 2.433838)  -0.310
O (-7.598757, 0.665416, 1.266129)  -0.115
H (-10.215654, 0.139983, 1.517356)  0.076
H (-10.251024, 0.189497, 3.291230)  0.074
H (-9.859836, 1.643780, 2.352535)  0.073
H (-8.143926, -0.893932, 2.462896)  0.111
H (-7.776805, 0.615358, 3.316566)  0.111
H (-7.696901, 1.624506, 1.246251)  0.093
C (-0.790281, 0.888730, -9.034063)  -0.092
C (-0.587877, 2.251276, -8.398091)  -0.311
O (-0.227908, 2.117994, -7.025111)  -0.099
H (-1.569117, 0.333954, -8.507850)  0.075
H (-1.074515, 0.984663, -10.083490)  0.073
H (0.124752, 0.293915, -8.972511)  0.073
H (-1.507719, 2.833821, -8.441939)  0.112
H (0.198591, 2.808042, -8.917535)  0.109
H (0.591533, 1.611557, -6.987681)  0.074

Forces on atoms 1 to 3 (eV/Å):
C -0.68 0.15 -0.46
B 0.60 -0.19 1.79
O 0.93 1.15 -1.58

charge: 0
HOMO-LUMO gap: 8.4 eV
largest force on an atom: 3.54 eV Å⁻¹

=====

Number 1: LUMO level 2.298 eV, E_tot -123316.0494 eV. Number 2: LUMO level 0.242 eV, E_tot -65822.1448 eV.